{"formula": "C9H14Br2F3NO3", "method": "wB97M-V/def2-TZVPD", "homo_energy_ev": -9.75, "total_charge": 0, "lumo_energy_ev": 0.367, "spin_multiplicity": 1, "smiles": "COCCCOC(=O)NCC[C@](F)(Br)C(F)(F)Br", "species": ["C", "O", "C", "C", "C", "O", "C", "O", "N", "C", "C", "C", "F", "Br", "C", "F", "F", "Br", "H", "H", "H", "H", "H", "H", "H", "H", "H", "H", "H", "H", "H", "H"], "positions_angstrom": [[0.8158, 0.3963, 2.7624], [0.5779, 1.6168, 2.0917], [-0.7014, 2.1967, 2.2805], [-1.6777, 1.9022, 1.1381], [-1.5756, 0.4821, 0.6165], [-2.5010, 0.3414, -0.4647], [-2.3536, -0.6657, -1.3412], [-3.3034, -1.2224, -1.7862], [-1.0209, -0.9049, -1.7668], [-0.3198, -1.9747, -1.0498], [1.2134, -1.8142, -0.9250], [1.9537, -0.9914, -1.9853], [1.3979, -1.1819, -3.2153], [3.7919, -1.6814, -2.0377], [2.0416, 0.5324, -1.7260], [2.4115, 0.7181, -0.4497], [0.8467, 1.1060, -1.8885], [3.2668, 1.4884, -2.8950], [1.3212, -0.2944, 2.0791], [-0.1159, -0.0772, 3.0947], [1.4614, 0.5593, 3.6322], [-0.5497, 3.2776, 2.3502], [-1.1260, 1.8734, 3.2408], [-2.6933, 2.0590, 1.5179], [-1.5286, 2.5873, 0.2988], [-0.5514, 0.2740, 0.2952], [-1.8634, -0.2412, 1.3915], [-1.0800, -1.1161, -2.7566], [-0.5315, -2.9449, -1.5114], [-0.7371, -2.0271, -0.0406], [1.6259, -2.8204, -1.0131], [1.5044, -1.4529, 0.0633]], "forces_ev_per_angstrom": [[-0.064, -0.037, 0.003], [0.021, 0.028, -0.132], [-0.013, 0.045, 0.129], [-0.153, -0.089, 0.018], [0.199, 0.081, 0.096], [-0.203, -0.086, 0.467], [0.749, 0.352, 0.223], [-0.818, -0.289, -0.584], [0.076, -0.047, -0.028], [-0.129, 0.064, -0.060], [-0.092, -0.165, -0.023], [0.187, -0.325, -0.068], [0.065, 0.044, 0.041], [-0.120, -0.007, 0.017], [0.007, 0.289, -0.023], [0.111, 0.033, 0.018], [-0.053, -0.051, 0.076], [-0.121, -0.073, 0.054], [-0.002, 0.107, 0.054], [0.092, 0.047, 0.004], [-0.074, -0.037, -0.035], [-0.033, -0.094, 0.007], [0.060, -0.057, -0.101], [0.066, 0.102, -0.138], [0.090, -0.072, 0.075], [-0.136, 0.073, -0.081], [0.083, 0.048, -0.047], [0.089, -0.116, 0.100], [0.005, 0.095, 0.013], [0.133, -0.063, -0.052], [-0.005, 0.081, 0.129], [-0.016, 0.120, -0.149]]}